# C3H10NO2

A cluster of 3 separate species, C3H10NO2 in total at a distorted geometry (ωB97M-V/def2-TZVPD, the OMol25 dataset).

Summary:
Energy relative to the best compared isomer or geometry (same formula, charge and spin) in kJ/mol: 207.4
E_LUMO (spin up / spin down) in eV: -11.740 / -13.838
Kohn-Sham gap (spin up / spin down) in eV: 6.69 / 4.57
Highest occupied orbital energy (spin up / spin down) in eV: -18.43 / -18.41
Charge: +2
Multiplicity: 2

Each line ends with the Mulliken charge.
Positions of all 16 atoms, in Å:
1 C -0.6002 1.0766 0.4189  0.28
2 C -0.8049 2.3792 0.8350  -0.46
3 C -2.2640 0.2995 -1.1620  0.01
4 N -1.3819 0.1403 -0.2239  0.05
5 H 0.3403 0.5754 0.7211  0.43
6 H -1.7530 2.7166 1.2402  0.36
7 H 0.0546 3.0317 0.9693  0.32
8 H -2.6349 -0.5470 -1.7504  0.29
9 H -2.7526 1.2581 -1.3218  0.29
10 H -1.1457 -0.8281 0.0099  0.34
11 H 1.8988 -2.7917 1.3636  0.32
12 H 3.4004 -2.4465 1.2821  0.33
13 O 2.5196 -2.1335 1.0194  -0.68
14 H 1.6509 -1.2519 -0.2399  0.42
15 H 1.6248 -0.7050 -1.7737  0.31
16 O 1.2415 -0.6438 -0.8915  -0.60

Cartesian forces (eV/Å) of the 6 atoms listed first:
C 1.154 -0.489 0.452
C -0.147 -0.114 0.195
C -0.950 0.335 0.210
N -0.900 -0.648 -0.267
H -0.002 0.478 -0.169
H -0.363 0.187 -0.316

---

# C19H23Cl9MnN3O4

A structure of composition C19H23Cl9MnN3O4 at a distorted geometry (ωB97M-V/def2-TZVPD, the OMol25 dataset).

Summary:
E_LUMO (spin up / spin down) in eV: -5.257 / -5.334
Kohn-Sham gap (spin up / spin down) in eV: 5.60 / 5.52
Highest occupied orbital energy (spin up / spin down) in eV: -10.85 / -10.85
Charge: +1
Multiplicity: 6

Each line ends with the Mulliken charge.
Positions of all 59 atoms, in Å:
1 Mn 1.3543 -1.2172 3.2052  0.81
2 Cl -0.5335 0.1143 0.4789  1.53
3 O 0.3439 0.0700 -0.6467  -0.43
4 O -0.8381 1.4496 0.8702  -0.60
5 O -1.6934 -0.6512 0.2424  -0.51
6 O 0.1988 -0.5397 1.6113  -0.57
7 N 2.9793 -1.2680 1.8150  0.17
8 C 4.1987 -0.9287 2.1482  -0.01
9 C 5.3158 -1.1690 1.3672  -0.70
10 C 5.1553 -1.9019 0.2033  -0.30
11 C 3.8737 -2.2951 -0.1619  -0.80
12 C 2.8335 -1.8892 0.6358  0.33
13 H 4.3884 -0.5225 3.1380  0.33
14 H 6.2553 -0.9840 1.8694  0.43
15 H 6.0205 -2.2611 -0.3430  0.43
16 H 3.7100 -2.7541 -1.1254  0.41
17 H 1.7910 -2.0104 0.3533  0.08
18 N 1.8704 0.6822 4.0098  0.31
19 C 1.7933 1.7832 3.2822  0.07
20 C 1.8346 3.0490 3.7907  -1.01
21 C 1.9166 3.1673 5.1735  -0.20
22 C 2.2263 2.0489 5.9334  -0.67
23 C 2.1666 0.8542 5.3085  -0.05
24 H 1.7039 1.7179 2.2026  0.42
25 H 1.6817 3.9050 3.1528  0.44
26 H 2.0203 4.1630 5.5986  0.40
27 H 2.2969 2.1079 7.0076  0.39
28 H 2.3370 -0.0369 5.9093  0.33
29 N -5.9586 -0.5711 -3.7600  -0.55
30 C -5.1053 -0.4020 -2.7720  0.08
31 C -4.1453 -1.3401 -2.4299  -0.01
32 C -4.0140 -2.4489 -3.2305  -0.02
33 C -4.8600 -2.6155 -4.2984  -0.59
34 C -5.7884 -1.6117 -4.5498  -0.31
35 H -5.1536 0.5811 -2.3134  -0.11
36 H -3.5548 -1.1270 -1.5453  0.51
37 H -3.2456 -3.1724 -2.9727  0.26
38 H -4.8581 -3.5205 -4.8915  0.39
39 H -6.5347 -1.7099 -5.3330  0.39
40 C -1.1625 -0.0586 -3.7733  0.25
41 Cl 0.5273 0.0468 -4.3268  -0.19
42 Cl -1.7789 1.4912 -3.1944  -0.14
43 H -1.7904 -0.4321 -4.5679  0.40
44 H -1.1316 -0.7224 -2.9186  -0.35
45 C -3.5264 3.2868 -0.3426  0.37
46 Cl -5.0741 2.7658 -1.0273  -0.19
47 Cl -3.4051 5.0562 -0.2108  -0.18
48 H -3.3332 2.8458 0.6205  0.14
49 H -2.8078 3.0186 -1.0977  -0.18
50 C 2.8890 2.8778 -1.1182  -0.17
51 Cl 1.6467 4.0151 -0.5901  -0.13
52 Cl 3.7161 2.1514 0.2764  -0.12
53 H 2.4124 2.0961 -1.6898  0.06
54 H 3.6223 3.4032 -1.7134  0.39
55 C -1.0733 -3.5823 -0.6286  0.55
56 Cl 0.3214 -3.3994 -1.7261  -0.14
57 Cl -1.0990 -5.2558 0.0208  -0.18
58 H -0.9320 -2.9339 0.2179  -0.16
59 H -2.0036 -3.4160 -1.1436  -0.10

Cartesian forces (eV/Å) of the 6 atoms listed first:
Mn -0.107 1.432 -1.746
Cl 0.174 0.934 -1.008
O 0.146 0.030 0.307
O 0.221 -0.293 0.214
O -0.725 -0.455 0.095
O 0.488 -0.705 1.364

---

# C5H15N3

The ion C5H15N3 with charge +2 at a distorted geometry (ωB97M-V/def2-TZVPD, the OMol25 dataset).

Summary:
Energy relative to the best compared isomer or geometry (same formula, charge and spin) in kJ/mol: 557.6
SMILES string: C/C=[NH+]/C[N@@H+](C)NC
E_LUMO in eV: -8.736
Kohn-Sham gap in eV: 10.16
Highest occupied orbital energy in eV: -18.90
Charge: +2
Multiplicity: 1

Each line ends with the Mulliken charge.
Positions of all 23 atoms, in Å:
1 C 3.0296 0.2945 0.5159  -1.12
2 C 1.7893 0.3574 -0.2779  0.45
3 N 1.1920 -0.7968 -0.4221  -0.03
4 C -0.0715 -0.7393 -1.0998  -0.67
5 N -1.2155 -0.5040 -0.1057  0.10
6 C -1.5907 -1.6814 0.7971  -0.78
7 N -1.0260 0.8062 0.5181  -0.42
8 C -1.6288 1.8925 -0.2782  -0.92
9 H 3.3496 -0.6091 0.9592  0.39
10 H 3.0224 1.0477 1.4468  0.36
11 H 3.8541 0.7830 -0.2457  0.33
12 H 1.5049 1.2580 -0.9172  0.34
13 H 1.4698 -1.5008 0.2169  0.27
14 H -0.1682 -0.0105 -1.8988  0.41
15 H -0.0841 -1.6963 -1.7963  0.39
16 H -2.1509 -0.5322 -0.5649  0.41
17 H -2.2149 -1.2537 1.4800  0.43
18 H -2.0183 -2.4940 0.0742  0.34
19 H -0.6218 -2.0353 1.3332  0.30
20 H -1.3616 0.9733 1.4543  0.33
21 H -2.5836 1.6050 -0.4853  0.39
22 H -1.5121 2.8660 0.3810  0.36
23 H -0.9635 1.9699 -1.0849  0.33

Cartesian forces (eV/Å) of the 6 atoms listed first:
C 1.507 5.154 -0.250
C 1.840 -0.715 0.245
N -1.476 3.811 -0.861
C -0.739 -3.247 -1.941
N -1.535 -0.159 0.021
C 4.136 -2.342 -1.797

---

# C2H13N3O3

A cluster of 4 separate species, C2H13N3O3 in total at a distorted geometry (ωB97M-V/def2-TZVPD, the OMol25 dataset).

Summary:
Energy relative to the best compared isomer or geometry (same formula, charge and spin) in kJ/mol: 80.3
SMILES string: [H]/N=C(\N)NC.O.O.O
E_LUMO in eV: 0.318
Kohn-Sham gap in eV: 9.84
Highest occupied orbital energy in eV: -9.52
Multiplicity: 1

Each line ends with the Mulliken charge.
Positions of all 21 atoms, in Å:
1 H 1.0452 2.2380 1.7106  0.20
2 N 0.2412 1.6199 1.6830  -0.65
3 C -0.2739 1.4261 0.5504  0.52
4 N 0.1421 1.7183 -0.7160  -0.37
5 N -1.5820 0.7813 0.4474  -0.38
6 C -2.4760 1.0153 1.5942  -0.80
7 H -0.3427 1.4832 -1.5632  0.24
8 H 1.0058 2.2048 -0.8830  0.20
9 H -1.3355 -0.2035 0.4732  0.20
10 H -2.0000 1.5060 2.4238  0.32
11 H -3.3142 1.6107 1.2233  0.24
12 H -2.9686 0.0944 1.9218  0.30
13 O 1.8481 -1.6095 0.0992  -0.66
14 H 1.9503 -0.6713 -0.1041  0.30
15 H 0.8770 -1.6856 0.1105  0.36
16 O 2.1782 -0.6662 -2.5541  -0.66
17 H 2.2874 -1.5168 -2.1042  0.37
18 H 1.4927 -0.2889 -1.9924  0.29
19 O -0.6251 -2.8629 -0.3938  -0.67
20 H -0.5361 -3.7148 0.0524  0.33
21 H -0.6546 -3.0779 -1.3361  0.32

Cartesian forces (eV/Å) of the 6 atoms listed first:
H 0.245 -0.230 -0.267
N 0.224 0.692 0.312
C -1.946 -0.395 -0.479
N 1.456 0.398 -0.469
N 0.999 -0.561 0.628
C -1.027 -0.047 -0.726

---

# C4H7NO2

The molecule C4H7NO2 (ωB97M-V/def2-TZVPD, the OMol25 dataset).

Summary:
Energy relative to the best compared isomer or geometry (same formula, charge and spin) in kJ/mol: 207.5
SMILES string: C=C(N)OCC=O
E_LUMO in eV: 0.731
Kohn-Sham gap in eV: 9.21
Highest occupied orbital energy in eV: -8.48
Multiplicity: 1

Each line ends with the Mulliken charge.
Positions of all 14 atoms, in Å:
1 C -2.2344 -0.7307 -0.2261  -0.98
2 C -1.0522 -0.1480 0.0069  0.71
3 N -0.8623 1.2197 0.2287  -0.49
4 O 0.0594 -0.9388 0.1073  -0.37
5 C 1.2947 -0.4726 0.6107  -0.41
6 C 2.1746 0.1206 -0.4885  0.04
7 O 3.2512 0.6202 -0.2690  -0.48
8 H -2.3468 -1.8077 -0.2332  0.26
9 H -3.1217 -0.1487 -0.4406  0.22
10 H -1.7377 1.7240 0.1898  0.24
11 H -0.1856 1.6648 -0.3799  0.21
12 H 1.1852 0.2432 1.4377  0.37
13 H 1.8173 -1.3716 0.9775  0.31
14 H 1.7582 0.0255 -1.5216  0.36

Cartesian forces (eV/Å) of the 6 atoms listed first:
C 0.091 -0.012 -0.033
C -0.329 -0.189 0.026
N 0.086 0.050 -0.063
O -0.052 -0.124 -0.176
C 0.112 0.065 0.041
C 0.305 0.113 0.223